No. 1
C38H52Cl2P2Tl | ωB97M-V/def2-TZVPD

Positions of all 95 atoms, in Å:
C: -3.26 -2.15 4.59
H: -4.49 5.26 0.54
H: 5.55 0.62 -2.28
H: -3.70 -2.07 5.58
C: -4.09 3.78 3.13
H: 0.61 -3.02 -4.90
C: -5.98 2.21 1.77
C: -5.36 3.58 3.67
H: -0.39 -5.18 -4.47
C: 4.28 2.08 -3.22
C: -3.76 3.20 1.90
H: 1.59 1.43 -2.64
H: 3.17 -1.20 0.83
H: -1.46 -3.50 -3.03
C: -3.64 6.87 -0.63
C: -2.49 7.39 -1.23
H: 3.13 -5.09 1.69
C: 2.20 0.61 -3.06
H: 1.92 -4.19 -4.85
C: -2.36 4.99 0.22
H: 3.47 -1.00 -2.31
C: -2.86 -1.00 3.93
C: -3.59 5.67 0.08
H: 4.22 0.24 -0.25
H: 0.71 -4.11 -0.95
C: 0.05 -3.41 -1.49
C: -1.20 5.52 -0.39
H: 3.84 0.37 -4.45
C: -2.32 -2.36 1.93
C: 3.74 0.76 -1.10
H: -2.02 -2.38 0.88
H: 1.04 -1.81 2.00
H: 1.51 0.00 -3.67
P: -2.14 3.38 1.07
C: -2.26 -1.10 2.62
C: -1.53 0.02 2.15
H: -2.59 -4.49 2.16
H: 3.77 3.00 -2.91
H: -0.37 7.12 -1.58
C: 2.84 -0.18 -1.91
C: -1.10 3.92 2.48
H: -6.71 1.61 1.23
H: -4.59 7.40 -0.73
H: 3.94 -2.63 -1.15
C: -0.72 -4.19 -2.57
C: -6.30 2.80 3.00
H: 4.92 -4.41 0.22
C: 3.38 -3.02 -0.29
H: -5.63 4.06 4.62
H: 5.39 2.12 -1.37
H: 2.60 -3.50 -2.64
H: 2.44 -2.07 -3.66
H: -1.22 3.20 3.30
P: 1.52 -1.03 -0.88
H: -1.53 0.88 2.85
H: 2.81 1.76 -4.79
C: 0.87 -2.29 -2.15
C: 4.83 1.40 -1.97
H: -7.30 2.65 3.42
H: -0.05 3.88 2.14
H: -0.67 -2.99 -0.76
H: -0.26 4.99 -0.28
H: -3.37 4.41 3.66
H: 0.80 -5.57 -3.23
H: 2.06 -3.68 3.35
H: 5.09 -2.84 1.00
Tl: -0.27 0.24 0.48
C: -2.67 -3.51 2.64
C: -3.12 -3.41 3.97
C: 3.29 1.19 -3.98
C: 4.37 -3.61 0.72
H: -1.37 4.93 2.80
Cl: -1.50 0.23 -1.70
H: 4.39 -4.42 2.72
C: 1.16 -3.69 -4.24
C: 1.68 -2.57 1.52
C: 2.51 -1.96 0.37
H: -2.91 -0.02 4.39
Cl: 1.42 2.07 1.12
H: 0.14 -1.65 -2.68
H: 1.01 -3.35 1.12
C: -1.27 6.72 -1.11
C: -4.70 2.39 1.23
C: 1.87 -2.86 -3.16
H: -4.42 1.91 0.28
H: 5.10 2.37 -3.89
H: 2.73 -3.82 -0.67
H: -2.54 8.32 -1.81
H: 3.18 -2.35 3.05
H: 3.10 1.54 -0.66
C: 0.21 -4.75 -3.66
H: -1.28 -5.00 -2.11
C: 2.64 -3.17 2.57
C: 3.65 -4.16 1.96
H: -3.37 -4.31 4.52

The charge is -1. Its molar mass is 846.07 g/mol. The orbital gap is 4.65 eV. The calculation puts the total energy at -3254.8413 hartree.

=====

No. 2
C38H52KN8O10P3S4 | ωB97M-V/def2-TZVPD

Positions of all 116 atoms, in Å:
H: 3.72 -1.81 6.14
H: 3.46 1.87 -3.50
C: 2.00 1.27 1.04
O: -1.27 3.23 0.66
C: 3.58 1.01 2.84
S: -1.25 -0.97 -5.52
H: -3.51 2.50 -3.31
N: -2.73 -3.71 -2.63
H: 1.59 1.81 3.06
H: -2.89 -4.36 -4.59
K: -0.63 1.89 -0.99
C: -1.89 -3.09 -1.79
C: -0.32 -5.30 6.03
C: 2.32 1.38 2.39
C: -3.66 1.49 -3.66
O: -2.58 0.62 -0.84
H: -2.57 -5.66 -3.40
N: -2.60 0.90 -4.24
H: -4.22 -1.32 -1.80
C: 3.55 -0.83 -2.11
C: -2.35 -4.62 -3.68
O: -3.22 1.80 1.33
C: 1.04 5.66 0.22
C: 0.85 -5.81 3.99
O: 0.78 -5.48 1.20
H: 0.83 5.15 -2.51
C: 2.91 0.75 0.11
C: 0.32 -2.06 2.03
H: 2.55 -0.88 5.21
H: 5.49 0.20 2.26
H: -1.74 1.44 -4.29
C: 0.46 6.45 -0.94
H: 1.32 6.34 1.03
H: 4.23 -0.96 4.68
H: 1.31 -0.87 3.24
H: 0.11 -3.27 0.36
H: -2.45 7.86 -0.85
H: 1.55 -6.40 3.42
H: -2.16 -1.50 -0.56
H: 5.68 -3.99 -2.92
H: 4.28 2.20 -1.96
H: 3.38 -1.76 2.41
C: 3.86 -3.24 -2.05
C: 0.49 -4.54 1.90
H: 3.99 -3.41 4.24
C: 4.50 0.50 1.93
O: 2.61 4.34 -2.59
C: 2.37 3.20 -2.17
C: -3.13 7.15 -0.39
H: -5.73 -1.08 -4.08
C: 3.10 -2.11 -1.78
P: -3.58 1.55 -0.23
O: 1.39 2.83 -1.47
C: -1.12 4.99 -2.30
H: 4.88 -0.06 -0.10
S: -0.93 -0.97 1.84
H: -2.94 4.46 -1.84
N: 1.35 -1.81 2.85
H: -1.64 5.75 0.33
S: -1.17 3.95 -3.68
C: 5.09 -3.11 -2.69
C: -4.11 -3.45 -2.31
N: -3.78 -1.08 -4.66
H: -1.25 -3.18 3.56
H: 2.13 -2.22 -1.31
C: -2.52 5.76 -0.29
O: -1.38 2.19 3.00
H: -3.21 5.08 0.20
C: 3.31 2.01 -2.43
C: -2.61 -0.38 -4.76
P: -2.18 2.99 1.84
C: -4.82 -0.49 -4.11
H: 1.92 5.11 -0.11
H: 0.33 4.93 0.61
H: 6.51 -1.74 -3.53
H: -1.29 -4.51 -3.87
N: -2.26 5.18 -1.61
H: -4.04 7.13 -1.00
C: 4.16 0.36 0.59
C: 0.60 -6.08 5.33
S: -0.22 -3.21 -1.80
H: 3.48 -4.22 -1.79
C: -0.73 -3.99 4.06
N: 0.04 5.61 -2.05
O: -3.91 2.84 -0.91
C: -4.83 0.80 -3.59
H: -5.70 1.24 -3.12
H: -1.71 -3.67 5.93
H: 5.17 0.26 -3.01
N: 0.31 -3.28 1.37
P: 2.41 0.57 -1.68
C: 4.79 -0.72 -2.74
N: -2.61 -2.34 -0.92
C: 3.11 -2.78 4.30
O: -4.97 0.70 -0.05
C: 2.66 -2.45 2.88
H: -5.63 1.30 0.29
C: 3.42 -1.54 5.13
H: -4.67 -2.39 -0.47
H: 1.12 -6.89 5.82
C: 0.20 -4.75 3.36
C: 5.55 -1.85 -3.03
C: -0.99 -4.27 5.39
H: -4.57 -4.34 -1.84
H: 1.03 1.63 0.73
H: -4.67 -3.21 -3.21
H: 2.33 -3.36 4.79
H: -0.36 7.09 -0.63
H: 1.22 7.11 -1.35
O: -2.92 4.09 2.48
H: -0.52 -5.51 7.07
C: -4.01 -2.28 -1.33
H: -1.08 1.32 2.71
H: 3.84 1.13 3.88
H: 2.64 -3.34 2.26
H: -3.39 7.51 0.60

The charge is -2. Its molar mass is 1041.17 g/mol. The orbital gap is 6.70 eV. The calculation puts the total energy at -5887.0219 hartree.

=====

No. 3
C38H53BCdGeN9O5S2 | ωB97M-V/def2-TZVPD

Positions of all 110 atoms, in Å:
S: -0.95 -1.11 3.66
C: 3.87 4.80 -0.33
H: -1.66 -5.31 1.32
N: 2.64 -1.49 -1.92
C: -4.60 0.35 0.82
H: 4.25 -4.57 -0.60
C: 1.73 3.49 1.99
C: -2.02 -4.60 2.05
C: -4.97 0.00 -0.62
O: 0.25 -1.03 2.79
H: 2.85 -6.95 -3.90
H: 3.58 3.73 2.98
C: -3.65 5.08 -1.04
C: -0.38 -1.34 5.36
C: 1.52 1.98 2.15
H: 3.96 -1.67 -3.54
C: -4.04 -6.07 2.38
C: 0.06 1.66 1.94
C: 3.66 0.34 -2.61
H: 3.34 -4.82 -5.56
H: 2.27 6.06 -0.98
H: -2.40 -2.09 -0.99
H: -4.37 0.59 -1.32
N: 2.20 -0.47 -1.13
H: 2.65 5.56 -3.38
C: 4.58 3.99 -4.48
C: -2.29 3.20 0.01
C: 3.28 5.10 -2.63
C: -3.03 -2.82 3.98
C: 3.52 -1.01 -2.81
H: -5.11 -5.89 2.42
H: 2.52 -2.92 2.97
H: 4.55 -4.56 2.11
Cd: 0.76 -1.00 0.48
C: 3.66 -4.08 0.15
N: 2.96 -3.66 -3.88
H: -2.26 -3.67 -3.22
N: -0.32 -2.32 -0.95
C: 3.05 5.38 -1.29
C: 5.13 3.69 -2.04
H: 5.96 3.06 -2.33
H: -5.21 -0.25 1.50
H: 3.95 4.61 -5.12
H: -4.46 5.27 -1.75
C: -1.46 -3.33 -2.59
H: -4.72 -1.05 -0.82
C: 4.91 3.96 -0.70
C: 2.82 -5.90 -3.66
H: 5.62 4.19 -4.73
H: 1.14 4.03 2.73
S: 3.65 5.22 1.36
H: 2.27 -5.77 -1.51
O: 2.57 6.17 1.43
H: -4.80 5.34 0.78
C: -6.45 0.23 -0.91
H: -4.19 6.84 0.11
H: -0.35 -3.28 1.85
H: 0.28 -2.20 5.39
H: 0.41 -4.14 -3.50
C: 4.31 4.26 -3.02
H: 4.29 1.02 -3.16
N: 2.66 -3.97 -2.60
H: -1.38 3.67 -0.37
C: -3.74 -3.94 3.67
H: -4.90 1.39 1.01
O: -0.21 1.06 0.75
H: 2.62 1.59 -1.08
C: -1.54 -2.53 -1.45
N: 2.59 -3.33 -0.19
B: 2.14 -2.93 -1.63
H: -1.69 0.68 -1.36
H: -3.75 -6.52 1.43
C: -3.26 -4.86 2.70
H: 1.39 3.81 1.00
H: -1.25 -1.46 6.01
H: -6.71 1.28 -0.77
C: -3.95 5.79 0.28
O: -0.81 1.91 2.73
H: -2.44 3.54 1.03
H: 1.81 1.67 3.15
N: 2.05 -2.80 0.93
H: -4.69 -4.14 4.15
H: -3.83 -6.82 3.17
C: -3.48 3.57 -0.89
H: 0.15 -0.42 5.60
C: 3.07 -4.81 -4.52
H: -3.10 5.76 0.96
H: 2.14 1.45 1.42
C: 2.55 -5.32 -2.46
O: 4.92 5.48 1.97
N: 3.15 3.80 2.07
H: 5.57 3.54 0.06
Ge: -1.96 1.29 0.02
H: -4.40 3.15 -0.49
H: -7.08 -0.36 -0.24
H: -2.93 0.51 2.18
C: -3.12 0.19 1.15
C: 3.80 -4.06 1.52
H: -6.70 -0.04 -1.93
H: -2.81 -0.86 1.07
C: -1.78 -2.61 3.34
H: -3.34 3.13 -1.88
H: -3.41 -2.10 4.69
C: 2.77 -3.24 1.96
N: 0.56 -2.97 -1.74
H: 4.38 2.94 -4.72
C: -1.30 -3.48 2.34
H: -2.75 5.50 -1.49
C: -0.11 -3.58 -2.74
C: 2.81 0.64 -1.55

The charge is +2. Its multiplicity is 2. Its molar mass is 975.87 g/mol. For the relative energy (zero: lowest compared OMol25 entry of this formula, charge and spin), the calculation gives 1.393 eV. The orbital gap (alpha / beta) is 6.45 / 2.51 eV. The calculation puts the total energy at -5414.2581 hartree.

=====

No. 4
C38H53BrCuNP3 | ωB97M-V/def2-TZVPD

Positions of all 97 atoms, in Å:
H: -5.10 5.25 -2.63
C: -0.04 -1.00 3.81
H: 5.26 -3.36 0.19
Cu: 0.45 -0.66 -2.79
H: -2.60 3.92 3.10
H: -2.57 1.84 -0.76
C: 0.85 1.30 -1.07
C: -2.75 1.77 -3.40
C: -4.86 3.09 -5.31
H: 0.28 -2.11 -3.72
H: 5.77 2.51 -0.17
C: -1.66 -2.78 4.11
H: 3.59 -1.98 -2.18
H: -0.41 -2.59 1.39
C: -4.52 3.57 -4.01
H: -0.75 2.84 7.60
C: -1.04 -4.61 0.87
H: 4.61 -0.71 -2.91
C: 1.04 1.76 3.06
P: 5.28 -1.12 -0.66
C: -0.15 -3.35 0.63
C: -1.92 -2.36 -1.42
H: -3.18 0.01 2.78
H: -2.36 -1.13 0.44
H: -3.42 3.40 -2.14
H: -6.78 6.21 -4.16
C: 4.62 -1.61 -2.26
C: -2.52 4.47 5.20
H: -3.69 -2.31 3.53
C: -1.03 -0.14 3.34
C: -1.14 3.09 6.62
H: 6.01 -1.22 2.23
H: -2.23 -3.37 -1.77
Br: 1.88 0.15 -0.08
C: -0.36 -2.31 4.15
H: -0.47 -5.33 1.50
H: 0.90 -3.62 0.86
C: -0.41 1.53 -0.48
C: -6.19 5.34 -4.46
C: -3.52 2.88 -3.12
C: 4.84 0.56 -0.15
C: 5.96 -2.23 1.81
P: -0.14 -2.49 -1.02
H: 0.43 -2.96 4.49
C: -1.60 1.59 -1.20
C: 5.97 1.51 -0.53
H: 5.71 -2.85 2.67
C: -2.01 4.17 6.48
H: -1.91 -3.80 4.43
H: -1.30 -5.11 -0.08
C: -0.35 1.19 -3.24
H: -3.24 -2.64 0.30
C: 0.60 -3.71 -2.17
H: 1.32 1.80 4.13
C: -2.18 3.70 4.09
H: 3.90 0.87 -0.63
H: 1.74 1.81 -2.99
H: 1.62 0.95 2.60
H: -1.98 -4.36 1.39
C: -2.36 -0.63 3.18
H: 6.62 -2.30 -2.85
C: 4.97 -2.38 0.63
H: -2.86 1.29 -4.41
H: 5.56 -3.61 -2.36
H: 0.96 -0.62 3.93
H: -5.92 3.57 -7.18
H: -3.70 -1.33 -0.73
C: -0.80 2.30 5.52
H: -0.12 1.46 5.66
C: -1.60 1.38 -2.58
H: -0.60 -3.58 -3.96
H: -2.27 4.79 7.33
H: 6.93 1.18 -0.11
C: -5.75 3.84 -6.13
H: 0.21 -4.72 -1.99
H: 3.92 -2.45 0.95
C: 0.87 1.43 -2.50
H: 4.73 0.59 0.95
H: 6.09 1.60 -1.61
C: 5.58 -2.65 -2.87
C: -1.29 2.61 4.25
H: 1.69 -3.73 -2.00
C: -2.82 -1.82 -0.29
C: 0.35 -3.21 -3.58
H: -4.49 2.13 -5.69
H: 5.35 -2.85 -3.91
H: 1.42 2.67 2.58
H: -3.20 5.32 5.08
H: -0.39 1.67 0.61
H: 1.11 -3.52 -4.31
H: 7.00 -2.47 1.54
C: -2.66 -1.94 3.60
H: -1.97 -1.60 -2.23
P: -0.75 1.60 2.82
H: -0.45 1.07 -4.32
N: -6.42 4.92 -5.71
C: -5.24 4.76 -3.60

The charge is +2. Its multiplicity is 2. Its molar mass is 760.22 g/mol. For the relative energy (zero: lowest compared OMol25 entry of this formula, charge and spin), the calculation gives 0.621 eV. The orbital gap (alpha / beta) is 6.63 / 4.08 eV. The calculation puts the total energy at -6772.3747 hartree.

=====

Among the records above, which one has the lowest charge? C38H52KN8O10P3S4

=====

charge of number 2 (C38H52KN8O10P3S4)? -2

=====

charge of number 1 (C38H52Cl2P2Tl)? -1